[1]
Entry from the OMol25 dataset: C41H38N3P2ReSSi as an isolated structure (ωB97M-V/def2-TZVPD).

Output
- E: -3197.2229 Eh
- Expectation value of S²: 3.78
- LUMO energy (spin up / spin down): -0.346 / -0.368 hartree
- Gap between HOMO and LUMO (spin up / spin down): 7.2 / 6.6 eV
- HOMO level (spin up / spin down): -16.590 / -16.607 eV

```
! wB97M-V def2-TZVPD RIJCOSX def2/J DEFGRID3
* xyz 3 4
Re -0.0137 -0.0155 0.1173
C -1.0539 3.2674 -0.8488
Si 0.1632 2.4890 0.2877
C -0.1847 2.8235 2.0782
C -0.2530 4.1475 2.5214
C -0.4678 4.4402 3.8621
C -0.6048 3.4140 4.7905
C -0.5366 2.0938 4.3764
C -0.3439 1.8031 3.0233
P -0.2510 0.0870 2.5182
C -1.7639 -0.8301 2.8206
C -2.7717 -0.3367 3.6440
C -3.9099 -1.0999 3.8622
C -4.0508 -2.3390 3.2524
C -3.0550 -2.8280 2.4125
C -1.9116 -2.0748 2.2002
C 1.0798 -0.6759 3.4569
C 2.0716 0.1512 3.9927
C 3.0680 -0.3911 4.7869
C 3.0954 -1.7583 5.0294
C 2.1213 -2.5864 4.4867
C 1.1060 -2.0507 3.7095
C 1.9062 2.8561 -0.2511
C 2.2917 4.1772 -0.4883
C 3.5966 4.4823 -0.8615
C 4.5375 3.4720 -1.0167
C 4.1757 2.1495 -0.8072
C 2.8663 1.8505 -0.4324
P 2.3565 0.1443 -0.2546
C 3.7410 -0.8609 0.2691
C 4.2385 -1.8927 -0.5285
C 5.3704 -2.5823 -0.1199
C 6.0027 -2.2411 1.0672
C 5.5153 -1.2027 1.8527
C 4.3868 -0.5074 1.4554
C 1.7602 -0.5031 -1.8399
C 1.8248 0.1951 -3.0534
C 1.4182 -0.4323 -4.2189
C 0.9282 -1.7404 -4.1851
C 0.8153 -2.4284 -2.9831
C 1.2214 -1.8076 -1.8019
H -0.9166 4.3548 -0.8269
H -2.0750 3.0517 -0.5364
H -0.9010 2.9426 -1.8806
H -0.1360 4.9692 1.8215
H -0.5194 5.4716 4.1867
H -0.7568 3.6433 5.8373
H -0.6156 1.2974 5.1080
H -2.6823 0.6361 4.1090
H -4.6879 -0.7261 4.5161
H -4.9377 -2.9322 3.4368
H -3.1658 -3.7975 1.9442
H -1.1265 -2.4772 1.5621
H 2.0465 1.2214 3.8234
H 3.8156 0.2553 5.2300
H 3.8689 -2.1782 5.6600
H 2.1345 -3.6483 4.6941
H 0.3254 -2.7024 3.3398
H 1.5796 4.9883 -0.3760
H 3.8805 5.5133 -1.0293
H 5.5527 3.7138 -1.3037
H 4.9101 1.3614 -0.9292
H 3.7663 -2.1580 -1.4650
H 5.7642 -3.3799 -0.7355
H 6.8904 -2.7779 1.3757
H 6.0239 -0.9299 2.7681
H 4.0268 0.3194 2.0513
H 2.2217 1.2034 -3.0801
H 1.5013 0.0871 -5.1653
H 0.6444 -2.2283 -5.1099
H 0.4547 -3.4490 -2.9668
H 1.2408 -2.3835 -0.8772
C -6.2948 0.5677 0.9419
C -5.0661 1.4477 0.7020
C -3.9881 0.7580 -0.0700
N -2.7647 0.6718 0.2931
N -1.9800 -0.0223 -0.6342
C -2.6621 -0.4253 -1.7125
N -2.1324 -1.0648 -2.7434
S -4.3190 -0.0101 -1.6164
H -7.0684 1.1464 1.4424
H -6.0464 -0.2911 1.5656
H -6.7233 0.2001 0.0074
H -4.6165 1.7663 1.6426
H -5.3542 2.3497 0.1560
H -1.1563 -1.3251 -2.7618
H -2.7054 -1.3495 -3.5222
*
```

=====

[2]
Entry from the OMol25 dataset: C41H38N5O5Sr as an isolated structure (ωB97M-V/def2-TZVPD).

Output
- E: -2266.0269 Eh
- LUMO energy: 0.082 hartree
- Gap between HOMO and LUMO: 6.8 eV
- HOMO level: -4.566 eV

```
! wB97M-V def2-TZVPD RIJCOSX def2/J DEFGRID3
* xyz -1 1
Sr 0.1538 -1.8635 -0.4124
C 0.6667 6.6267 -2.4749
O 0.9902 5.2931 -2.1525
C 2.0127 5.0851 -1.2715
C 2.7867 6.0840 -0.7140
C 3.7950 5.7595 0.1920
C 4.0000 4.4415 0.5444
C 3.2167 3.4322 -0.0081
C 2.2311 3.7326 -0.9398
N 1.3941 2.8002 -1.5452
C 1.5064 1.4068 -1.5077
N 2.7654 0.9811 -1.7262
C 3.3888 -0.2881 -1.5626
C 2.7026 -1.4399 -1.1796
C 3.5084 -2.5851 -1.0804
C 4.8739 -2.5993 -1.3481
C 5.5132 -1.4265 -1.7229
C 4.7657 -0.2677 -1.8182
O 5.3578 0.9420 -2.1922
C 6.2690 1.4441 -1.2315
N 0.4738 0.6405 -1.3529
C -0.7617 1.3003 -1.1149
C -1.2372 1.4727 0.1834
C -2.4419 2.1215 0.4201
C -3.1922 2.6095 -0.6377
C -2.7465 2.4180 -1.9391
C -1.5514 1.7584 -2.1811
O -1.1183 1.6447 -3.4816
C -1.1424 0.3078 -3.9859
H -0.1793 6.5739 -3.1552
H 1.5000 7.1308 -2.9727
H 0.3817 7.1944 -1.5845
H 2.6156 7.1181 -0.9785
H 4.4006 6.5461 0.6221
H 4.7637 4.1781 1.2647
H 3.3633 2.4073 0.3014
H 0.5012 3.1642 -1.8377
H 3.4048 1.6976 -2.0330
H 3.0544 -3.5300 -0.7845
H 5.4456 -3.5186 -1.2701
H 6.5736 -1.4008 -1.9456
H 7.1403 0.7918 -1.1267
H 5.7918 1.5465 -0.2516
H 6.5922 2.4246 -1.5797
H -0.6498 1.0843 1.0073
H -2.7925 2.2377 1.4377
H -4.1300 3.1183 -0.4547
H -3.3130 2.7752 -2.7901
H -0.8103 0.3643 -5.0202
H -2.1574 -0.0963 -3.9434
H -0.4686 -0.3397 -3.4250
C -3.6363 -1.0421 -0.8643
N -2.4996 -1.9441 -1.0634
C -2.7964 -3.2000 -1.0987
C -1.8964 -4.2726 -1.3165
C -2.2612 -5.6273 -1.4038
C -1.0886 -6.3201 -1.6974
C -0.0787 -5.3475 -1.7598
N -0.5512 -4.1157 -1.5399
C -4.3073 -1.1720 0.4844
C -3.5536 -1.0929 1.6552
C -4.1629 -1.2171 2.8935
C -5.5366 -1.4117 2.9845
C -6.2940 -1.4842 1.8270
C -5.6791 -1.3685 0.5855
H -4.3852 -1.2029 -1.6503
H -3.2746 -0.0205 -0.9812
H -3.8394 -3.5164 -0.9590
H -3.2550 -6.0299 -1.2722
H -0.9687 -7.3830 -1.8420
H 0.9732 -5.5037 -1.9603
H -2.4818 -0.9412 1.6041
H -3.5570 -1.1689 3.7904
H -6.0095 -1.5137 3.9536
H -7.3644 -1.6420 1.8846
H -6.2735 -1.4398 -0.3190
O 0.6045 -2.9795 1.8094
C 0.0957 -2.0416 2.4640
O -0.2497 -0.9390 1.9559
C -0.1543 -2.2484 3.9424
C 0.1625 -3.4655 4.5323
C -0.0853 -3.6720 5.8816
C -0.6513 -2.6606 6.6462
C -0.9693 -1.4427 6.0587
C -0.7213 -1.2381 4.7100
H 0.5962 -4.2357 3.9085
H 0.1585 -4.6233 6.3383
H -0.8464 -2.8217 7.6996
H -1.4112 -0.6538 6.6555
H -0.9595 -0.3004 4.2240
*
```

=====

[3]
Entry from the OMol25 dataset: C41H38N5OPS2Ti as an isolated structure (ωB97M-V/def2-TZVPD).

Output
- E: -3921.4572 Eh
- Expectation value of S²: 2.03
- LUMO energy (spin up / spin down): 0.015 / 0.015 hartree
- Gap between HOMO and LUMO (spin up / spin down): 5.1 / 7.4 eV
- HOMO level (spin up / spin down): -4.681 / -7.014 eV

```
! wB97M-V def2-TZVPD RIJCOSX def2/J DEFGRID3
* xyz 0 3
Ti 0.5661 -1.0021 0.0131
C 0.4173 4.0278 1.9293
N 1.3514 3.4626 0.9776
C 2.1983 4.1713 0.1604
C 2.9102 3.2776 -0.5423
N 2.5093 1.9985 -0.1529
C 1.5313 2.1255 0.7895
S 0.5883 1.0097 1.6527
C 3.0944 0.8102 -0.6992
C 4.1877 0.9236 -1.5363
C 4.7850 -0.2021 -2.0856
C 4.2545 -1.4579 -1.7146
C 3.1845 -1.5094 -0.8837
N 2.5144 -0.3951 -0.3843
H 0.5110 5.1105 1.8915
H 0.6411 3.6692 2.9328
H -0.6017 3.7323 1.6812
H 2.2122 5.2459 0.1409
H 3.6479 3.4499 -1.2972
H 4.6096 1.8879 -1.7685
H 5.6391 -0.1087 -2.7394
H 4.6834 -2.3844 -2.0701
H 2.7571 -2.4598 -0.5913
C -2.7165 -2.9075 -0.2564
C -2.4059 -1.7197 0.5926
O -1.4023 -1.0270 0.3572
N -3.2461 -1.3882 1.5712
C -3.0432 -0.2532 2.4622
C -2.3256 -0.6234 3.7357
C -2.9483 -0.5309 4.9716
C -2.2278 -0.8924 6.1024
C -0.9263 -1.3300 5.9489
C -0.3914 -1.3924 4.6670
N -1.0743 -1.0497 3.5821
H -2.5764 -2.6218 -1.2989
H -3.7231 -3.2897 -0.0953
H -1.9753 -3.6761 -0.0263
H -4.0040 -2.0217 1.7638
H -4.0227 0.1720 2.6832
H -2.4624 0.4877 1.9114
H -3.9706 -0.1822 5.0455
H -2.6806 -0.8338 7.0841
H -0.3240 -1.6256 6.7971
H 0.6257 -1.7269 4.5074
C 0.9823 3.6759 -5.6357
C -0.3000 3.7888 -5.1217
C -0.6996 2.9933 -4.0543
C 0.1858 2.0817 -3.4886
C 1.4801 1.9812 -4.0046
C 1.8721 2.7663 -5.0759
P -0.2093 0.9969 -2.0807
C -1.8982 1.5006 -1.5931
C -2.0193 2.6388 -0.7955
C -3.2530 3.0407 -0.3074
C -4.3880 2.2929 -0.5944
C -4.2791 1.1525 -1.3775
C -3.0431 0.7619 -1.8779
C -0.3667 -0.6532 -2.8261
C -0.9098 -0.8775 -4.0941
C -0.9423 -2.1671 -4.5974
C -0.4113 -3.2073 -3.8362
C 0.1280 -2.9622 -2.5814
C 0.1652 -1.6748 -2.0240
H 1.2900 4.2925 -6.4706
H -0.9984 4.4938 -5.5551
H -1.7062 3.0852 -3.6654
H 2.1792 1.2759 -3.5658
H 2.8748 2.6710 -5.4735
H -1.1292 3.2092 -0.5485
H -3.3290 3.9310 0.3050
H -5.3525 2.5990 -0.2089
H -5.1608 0.5663 -1.6060
H -2.9645 -0.1332 -2.4829
H -1.2917 -0.0498 -4.6837
H -1.3615 -2.3634 -5.5767
H -0.4142 -4.2163 -4.2335
H 0.5348 -3.7968 -2.0171
S 0.7309 -3.3645 0.8248
C 1.4697 -3.3589 2.4315
C 2.4387 -2.4207 2.7993
C 3.0104 -2.4466 4.0633
C 2.6349 -3.4123 4.9895
C 1.6766 -4.3516 4.6325
C 1.0991 -4.3226 3.3715
H 2.7390 -1.6590 2.0908
H 3.7580 -1.7063 4.3221
H 3.0869 -3.4344 5.9730
H 1.3720 -5.1132 5.3406
H 0.3481 -5.0545 3.1003
*
```

=====

[4]
Entry from the OMol25 dataset: C41H39As2Cl7N3O9S2SiY as an isolated structure (ωB97M-V/def2-TZVPD).

Output
- E: -11244.8794 Eh
- LUMO energy: 0.145 hartree
- Gap between HOMO and LUMO: 6.2 eV
- HOMO level: -2.262 eV

```
! wB97M-V def2-TZVPD RIJCOSX def2/J DEFGRID3
* xyz -2 1
Y -0.2895 0.2866 0.7596
O -2.7516 -0.2835 0.4929
C -3.4562 -0.8798 1.5469
C -2.6482 -2.0305 2.0679
C -3.2625 -3.1549 2.6039
C -2.4758 -4.1860 3.0861
C -1.0991 -4.0591 3.0194
C -0.5672 -2.9068 2.4641
N -1.3190 -1.9121 1.9863
H -3.1596 0.5946 0.2940
H -4.4339 -1.2424 1.2112
H -3.6018 -0.1524 2.3559
H -4.3434 -3.2122 2.6194
H -2.9315 -5.0787 3.4978
H -0.4329 -4.8327 3.3756
H 0.5039 -2.7731 2.3984
Cl 4.4691 3.0565 -3.7202
C 3.4128 2.8360 -2.3601
C 3.2315 3.8583 -1.4481
Cl 4.0545 5.3758 -1.6426
C 2.3847 3.6590 -0.3481
Cl 2.2183 4.8781 0.8787
C 1.6982 2.4652 -0.1663
O 0.9405 2.2079 0.8762
C 1.8529 1.4233 -1.1348
O 1.1807 0.3261 -0.9256
C 2.7404 1.6164 -2.1907
Cl 3.0288 0.2892 -3.2590
O -3.7795 3.0111 2.7900
As -2.0113 3.0320 2.5748
O -1.4227 3.6880 3.9552
O -1.6371 1.4804 2.1190
C -1.6976 4.2830 1.1179
C -1.2262 5.5115 1.5674
C -0.8971 6.5222 0.6759
C -1.0180 6.3060 -0.6848
C -1.4911 5.0878 -1.1492
C -1.8399 4.0823 -0.2578
S -2.4699 2.5770 -0.9898
O -2.7994 2.8988 -2.3592
O -3.6014 2.1621 -0.1651
O -1.3626 1.5988 -0.9125
H -3.9016 3.4330 3.6498
H -1.0952 5.6415 2.6349
H -0.5177 7.4656 1.0497
H -0.7382 7.0771 -1.3922
H -1.6068 4.8976 -2.2069
C 4.9737 2.5750 1.8038
C 4.0515 2.4394 3.0088
N 2.8875 1.5939 2.7917
C 2.6129 0.4236 3.3406
S 1.0129 -0.1877 3.3592
N 3.5473 -0.3195 3.9907
C 4.9598 -0.4605 3.6453
C 5.8606 -0.2806 4.8583
H 5.8046 3.2393 2.0524
H 4.4373 3.0039 0.9589
H 5.3699 1.6148 1.4757
H 3.6644 3.4286 3.2654
H 4.5870 2.0729 3.8844
H 2.1152 1.9901 2.2384
H 3.1224 -1.1857 4.2891
H 5.2139 0.2413 2.8607
H 5.0966 -1.4526 3.2097
H 5.7629 0.7221 5.2787
H 6.9047 -0.4420 4.5819
H 5.6013 -0.9965 5.6408
C -5.7552 -1.3871 -2.1571
C -4.9140 -0.4442 -2.7296
C -3.5364 -0.6059 -2.6741
C -2.9783 -1.7104 -2.0397
C -3.8296 -2.6500 -1.4599
C -5.2071 -2.4942 -1.5227
As -1.0438 -1.8362 -1.6986
C -0.9543 -3.7851 -1.8285
C -1.5378 -4.5020 -2.8717
C -1.5026 -5.8879 -2.8796
C -0.8928 -6.5748 -1.8355
C -0.3182 -5.8708 -0.7892
C -0.3488 -4.4815 -0.7893
C -0.3562 -1.2746 -3.4338
C -0.4267 0.0843 -3.7386
C 0.0308 0.5492 -4.9620
C 0.6004 -0.3270 -5.8742
C 0.7253 -1.6699 -5.5505
C 0.2477 -2.1432 -4.3349
H -6.8299 -1.2542 -2.1936
H -5.3227 0.4410 -3.2008
H -2.9068 0.1620 -3.1033
H -3.4162 -3.5095 -0.9436
H -5.8530 -3.2358 -1.0655
H -2.0292 -3.9684 -3.6772
H -1.9543 -6.4349 -3.6990
H -0.8652 -7.6583 -1.8422
H 0.1676 -6.3947 0.0248
H 0.1171 -3.9356 0.0213
H -0.8041 0.7900 -3.0074
H -0.0270 1.6082 -5.1816
H 0.9802 0.0427 -6.8193
H 1.2077 -2.3534 -6.2397
H 0.3733 -3.1882 -4.0825
Cl 2.9844 -3.4434 1.8696
Si 2.1931 -1.8978 0.4124
Cl 2.5893 -3.0168 -1.3966
Cl 3.9764 -0.6860 0.4029
*
```